Record 1
{"formula": "C22H17BrCl26IN3OP", "method": "the ωB97M-V functional and the def2-TZVPD basis", "total_charge": 1, "homo_energy_ev": -12.4, "spin_multiplicity": 1, "de_lowest_kcal_mol": 0.0, "homo_lumo_gap_ev": 7.764, "elements": ["I", "Br", "Cl", "Cl", "Cl", "Cl", "Cl", "Cl", "Cl", "Cl", "Cl", "Cl", "Cl", "Cl", "Cl", "Cl", "Cl", "Cl", "Cl", "Cl", "Cl", "Cl", "Cl", "Cl", "Cl", "Cl", "Cl", "Cl", "P", "O", "N", "N", "N", "C", "C", "C", "C", "C", "C", "C", "C", "C", "C", "C", "C", "C", "C", "C", "C", "C", "C", "C", "C", "C", "C", "H", "H", "H", "H", "H", "H", "H", "H", "H", "H", "H", "H", "H", "H", "H", "H", "H"], "xyz": [[-2.48637, 5.56194, 0.29929], [2.87690, 2.91204, 2.47308], [-4.15618, -9.89471, 3.74653], [4.64273, 6.15186, -6.90873], [-3.70058, -4.77306, 1.57845], [-1.30621, -5.97471, 8.14444], [-2.09775, -2.40492, 1.25116], [-3.23833, -2.06828, -5.88358], [-0.55725, -1.13087, -5.44240], [-2.86762, -3.95900, -1.06021], [7.44065, -2.44511, 2.62662], [-2.79262, -8.20077, 5.64195], [4.52924, 6.36655, -4.03314], [-2.27492, 0.24274, -7.31544], [4.34426, 2.69515, -0.44882], [4.93694, 0.32099, 1.41208], [-2.82735, 0.42022, -4.47436], [-1.37514, -9.24047, 3.35511], [-4.10196, -6.29510, 8.77843], [7.26258, -0.03930, 4.21144], [5.12373, -1.98377, 4.28710], [2.21763, 7.04346, -5.62489], [-2.28702, -5.23448, 10.75643], [-3.39591, -7.21038, 2.99857], [-2.13794, -8.01583, 10.00400], [-4.85726, -2.42645, 0.36021], [3.04591, 4.29218, -5.38333], [7.67018, -2.58789, 5.49734], [-2.34196, 3.34710, 1.35834], [-2.04396, 3.62754, 2.91159], [0.33072, 3.00279, 1.60849], [-0.67535, 2.75937, 0.79158], [1.03931, 1.86742, -4.48174], [3.13022, 1.40883, -0.44062], [-4.23615, 1.17563, -2.38374], [0.64855, 1.68459, -0.81714], [2.42124, -0.56927, 1.11069], [1.14035, 3.54830, -2.81030], [0.73840, 1.00665, -2.15860], [0.97014, 2.11659, -3.24687], [6.87602, -1.76520, 4.15571], [1.50400, 2.57793, 1.22749], [-1.85871, 1.86763, -1.14925], [-0.61547, 2.12788, -0.37197], [3.54518, 0.07895, 0.31244], [-3.67398, 0.28930, -1.46425], [-2.45869, -6.37995, 9.42408], [1.75863, 1.90393, -0.00211], [-2.92949, -8.64168, 3.93964], [-3.38245, -3.39462, 0.53039], [-2.22035, -0.62971, -5.78662], [-2.47904, 0.64697, -0.86452], [-3.59767, 2.37346, -2.68310], [-2.40333, 2.74449, -2.07769], [3.61186, 5.96415, -5.49134], [1.98677, 3.66180, -2.12669], [1.58012, 0.32835, -2.22787], [-4.08797, 3.02523, -3.39554], [3.01775, 1.11174, -1.47305], [1.29910, 4.19260, -3.67260], [1.51014, -0.72748, 0.52626], [2.75520, -1.55794, 1.42772], [-4.13063, -0.64882, -1.16964], [-2.03207, -0.02795, -0.14364], [-0.20532, 0.52092, -2.40370], [3.89236, -0.66244, -0.40353], [-1.91859, 3.67780, -2.32459], [-5.18813, 0.92191, -2.83064], [-2.23977, 4.54671, 3.14918], [0.90281, 0.86973, -4.65215], [0.25601, 3.93220, -2.29071], [2.17385, -0.02543, 2.02329]]}

=====

Record 2
{"formula": "C22H17Cl3N7O2STc", "method": "the ωB97M-V functional and the def2-TZVPD basis", "total_charge": 3, "homo_energy_ev": [-16.9, -16.9], "spin_multiplicity": 4, "de_lowest_kcal_mol": 14.5, "homo_lumo_gap_ev": [6.627, 4.969], "elements": ["Tc", "Cl", "Cl", "Cl", "S", "O", "O", "N", "N", "N", "N", "N", "N", "N", "C", "C", "C", "C", "C", "C", "C", "C", "C", "C", "C", "C", "C", "C", "C", "C", "C", "C", "C", "C", "C", "C", "H", "H", "H", "H", "H", "H", "H", "H", "H", "H", "H", "H", "H", "H", "H", "H", "H"], "xyz": [[-0.10148, -0.22934, -0.13892], [1.66924, -5.30678, -0.81491], [-1.23293, -5.38696, -1.20691], [-0.11882, -5.39667, 1.50156], [-0.15012, -0.47574, 2.24131], [5.36344, 0.54979, -4.67799], [4.64578, -0.13356, -6.66368], [1.99416, -1.65317, 3.36038], [-2.18496, -0.24622, -0.48182], [1.79887, 0.29194, 0.50770], [-0.25049, -0.47140, -2.30475], [2.40854, -0.46680, 1.43139], [0.08798, 1.82976, -0.62085], [-0.02672, -2.24580, -0.10508], [0.73390, 4.37027, -1.57029], [-1.46000, -0.57868, -2.72540], [-4.86653, -0.43486, -1.16421], [-0.85269, 2.63962, -1.11717], [2.09250, -0.91659, -2.66628], [-3.88085, -0.58619, -2.13690], [-4.48643, -0.17056, 0.14270], [-0.57353, 3.91025, -1.59643], [-3.13552, -0.09082, 0.44822], [3.23894, -0.80430, -3.42417], [0.81112, 0.08379, -4.45316], [0.87207, -0.45524, -3.16797], [-2.55175, -0.47688, -1.77153], [0.03386, -3.38898, -0.14064], [1.71875, 3.54942, -1.03117], [0.09402, -4.83762, -0.16646], [4.50468, 0.08626, -5.37231], [1.59784, -0.91663, 2.34153], [1.37043, 2.29327, -0.56973], [1.96173, 0.18078, -5.21893], [2.29064, 1.42276, 0.12596], [3.18033, -0.23805, -4.69476], [-0.11920, 0.47321, -4.84912], [1.89886, 0.63371, -6.20034], [-1.37704, 4.52658, -1.97453], [-4.14170, -0.78397, -3.16873], [0.98435, 5.35221, -1.94999], [-1.69191, -0.73680, -3.77462], [2.74565, 3.88233, -0.95121], [-1.87054, 2.27318, -1.11776], [-5.21858, -0.03102, 0.92596], [-2.80757, 0.09609, 1.46256], [2.14487, -1.38066, -1.68564], [1.34800, -1.92329, 4.08426], [3.90932, -0.56670, -7.10628], [2.97575, -1.84444, 3.50884], [-5.91352, -0.51599, -1.42643], [4.19703, -1.12816, -3.04034], [3.28494, 1.73362, 0.42994]]}